Computed, not measured: 6 unconnected molecules or ions with the total composition C6H24O6 in a non-equilibrium geometry, with ωB97M-V/def2-TZVPD.

The geometry in XYZ format:
```
36
C6H24O6, DFT ωB97M-V/def2-TZVPD
O -1.37039 -5.10893 -2.09724
H -2.86547 -3.69427 -2.27321
H 3.87938 2.07648 -4.29331
O 4.87463 -0.80341 4.11276
H 0.34788 -0.55475 -0.67816
C 5.14849 0.43170 3.44179
C 3.44639 1.10337 -4.52494
H -1.07350 0.62738 5.70355
H -1.90201 0.22741 4.18907
H 5.65335 -1.36259 4.06286
H 4.06239 0.32624 -4.07248
H -4.83426 0.02676 -1.30499
H -0.69612 1.57324 4.26384
H -1.25552 -3.16246 -1.98850
H -4.47785 2.32207 -0.46789
C -1.49160 1.04175 4.78617
H 1.83014 1.11978 -3.31663
H 3.62809 1.12198 -5.59952
H 4.72347 0.54362 2.44433
H 6.21649 0.52187 3.24347
O 2.07054 0.94705 -4.22985
H -4.22303 0.85528 -2.81171
H -0.88521 -0.03706 0.47682
H -5.64939 1.37789 -2.03919
O -2.60462 2.03556 4.98908
H -0.95029 1.70627 -0.97571
C 0.00639 0.27901 -0.06471
H -3.30118 1.55596 5.44338
H 0.65116 0.52718 0.77837
H -1.53684 -5.14448 -1.15245
H 4.72570 1.26973 3.99593
O -0.12561 1.23157 -1.10274
C -1.82753 -3.93355 -2.50457
H -1.64356 -3.84159 -3.57499
C -4.66188 0.97142 -1.82074
O -3.88863 1.82254 -1.03788
```

The calculation puts the LUMO energy at 0.4503 eV. As for the relative energy (zero: lowest compared OMol25 entry of this formula, charge and spin): 111.7 kcal/mol. The net charge is 0. The multiplicity is 1. As for the HOMO-LUMO gap: 10.571 eV. The total energy is -18892.1692 eV. Its SMILES is CO.CO.CO.CO.CO.CO.

Löwdin population analysis, charges in e, atoms 1 to 6: O -0.0823; H 0.0778; H 0.0687; O -0.1217; H 0.0766; C -0.1618

Computed, not measured: 6 unconnected molecules or ions with the total composition C6H24O6 in a non-equilibrium geometry, with ωB97M-V/def2-TZVPD.

The geometry in XYZ format:
```
36
C6H24O6, DFT ωB97M-V/def2-TZVPD
H -1.36920 -0.53485 1.34410
H 1.56734 -4.61543 0.66986
H 2.77264 -3.34171 0.41725
H 1.57016 0.58099 1.90103
H 0.55021 -0.11613 -0.60249
H 2.03598 -0.58356 -3.34421
H 1.29204 -3.46195 -0.58610
C -2.49753 2.55362 -0.13910
H -0.76247 1.06276 0.88080
O 1.02355 -2.67139 1.25262
H -3.47075 4.14989 0.39439
H 0.25680 0.00581 1.78956
H -3.23201 -0.89548 -1.29742
O -0.04682 -0.67523 -0.09993
O 2.80180 -0.56994 -2.76547
C 1.70558 -3.56417 0.41721
H -1.50180 2.12570 -0.02295
H 1.82331 0.12724 -1.03277
O -2.81265 3.57283 0.78874
O -3.77486 -0.07580 0.52139
H 3.02633 1.70408 1.79453
H -2.42077 2.92581 -1.16071
H -2.78294 0.72416 -1.15990
C -2.83985 -0.18837 -0.56646
H 2.41259 2.35081 0.13527
H 2.75869 0.07382 0.85373
H 0.75950 -1.86493 0.80373
C 2.37105 0.99512 1.28851
H 1.60922 -1.60787 -1.42578
H 3.15908 -0.89455 -0.79439
H -1.85665 -0.50773 -0.22090
O 1.79050 1.62586 0.23029
H -3.26830 1.78474 -0.08583
C 2.29683 -0.76241 -1.44797
H -4.45382 0.55507 0.27112
C -0.49278 0.01320 0.99823
```

The calculation puts the LUMO energy at 0.4101 eV. As for the relative energy (zero: lowest compared OMol25 entry of this formula, charge and spin): 151.1 kcal/mol. The net charge is 0. The multiplicity is 1. As for the HOMO-LUMO gap: 10.238 eV. The total energy is -18890.4615 eV. Its SMILES is CO.CO.CO.CO.CO.CO.

Löwdin population analysis, charges in e, atoms 1 to 6: H 0.1080; H 0.0779; H 0.0755; H 0.0545; H 0.0408; H 0.0780

Computed, not measured: a molecular structure, C6H24O6 in a non-equilibrium geometry, with ωB97M-V/def2-TZVPD.

The geometry in XYZ format:
```
36
C6H24O6, DFT ωB97M-V/def2-TZVPD
C -1.48215 -3.69012 0.69926
C 1.53764 -2.79384 -1.19865
H -0.71483 3.39986 -0.00259
H 2.61968 -2.91291 -1.14287
H -1.36839 2.50555 -2.57292
H -0.46751 1.13362 -0.98366
H 0.30474 2.75514 -1.27061
H 1.15475 -2.97193 -0.19377
H 2.67259 4.27519 1.63171
C 2.42995 3.74703 0.70960
C -0.62922 3.28491 -1.08312
O -1.38221 -0.81897 0.92014
H -0.36775 4.28196 -1.43755
O 0.24981 -0.63565 0.10570
H 0.55499 0.22792 -1.88591
O -1.01440 -2.62897 -0.18447
H -2.68992 -1.80268 2.16199
H -2.09086 -0.88028 0.27543
H -0.95834 -1.51482 2.78717
H 1.93741 1.92006 0.13199
H -0.59881 -4.11520 1.17585
H -2.19955 -0.27708 2.88720
H -0.80881 -1.82815 0.30340
H 1.20939 1.12921 -0.59562
H -0.54069 -0.47914 0.62746
H -1.98733 -4.47679 0.13885
O 1.90105 2.45932 0.92539
H -2.10432 -3.37017 1.53510
H 1.27694 -3.54405 -1.94520
C -1.84863 -1.12263 2.29558
H 1.69987 4.46062 0.32770
H 3.34248 3.75323 0.11350
O -1.72326 2.67819 -1.69779
C 0.37998 0.46419 -0.83632
H 0.64068 -1.06993 -1.00110
O 1.06501 -1.54267 -1.72087
```

The calculation puts the LUMO energy at 0.3080 eV. As for the relative energy (zero: lowest compared OMol25 entry of this formula, charge and spin): 292.7 kcal/mol. The net charge is 0. The multiplicity is 1. As for the HOMO-LUMO gap: 8.661 eV. The total energy is -18884.3217 eV.

Löwdin population analysis, charges in e, atoms 1 to 6: C -0.1012; C -0.1374; H 0.0981; H 0.0620; H 0.0914; H 0.0663